C4H14HfO17 | ωB97M-V with the def2-TZVPD basis set

Each line ends with the Mulliken charge.
Cartesian coordinates (Å):
Hf1 18.9409 -18.1667 15.6283  2.697
C1 19.2392 -17.0697 17.8211  0.668
O1 18.3174 -16.8678 17.0468  -0.339
O2 19.3671 -16.6140 19.0940  -0.538
O3 20.0874 -17.7348 17.2315  -0.544
H1 18.5993 -16.0631 19.3192  0.322
C2 17.3161 -19.9231 16.3990  0.651
O4 18.5342 -19.8382 16.6350  -0.591
O5 16.4640 -20.9443 16.4373  -0.441
O6 17.0207 -18.8265 15.8834  -0.690
H2 16.5923 -21.7135 16.9697  0.351
C3 20.1162 -19.7987 14.1605  0.817
O7 18.9628 -19.4061 14.0702  -0.593
O8 20.8893 -20.4960 13.3406  -0.416
O9 20.5907 -19.2665 15.1392  -0.561
H3 20.2854 -20.8334 12.6950  0.329
C4 21.1816 -16.2959 14.2208  0.636
O10 20.2316 -16.7940 14.8645  -0.960
O11 21.8483 -15.2835 14.8552  -0.550
O12 21.4935 -16.6722 13.0962  -0.659
H4 21.6915 -15.0301 15.7820  0.448
O13 17.1330 -14.7315 20.3022  -0.648
H5 17.3310 -14.5165 19.4201  0.311
H6 17.2557 -13.9874 20.9072  0.324
O14 21.0280 -14.1493 17.6551  -0.691
H7 20.3081 -14.1723 17.0555  0.285
H8 20.6260 -14.7086 18.3086  0.386
O15 17.7282 -16.8728 14.3338  -0.529
H9 17.9967 -16.0943 13.8024  0.273
H10 16.7940 -17.0364 14.0255  0.284
O16 16.9284 -14.3731 17.3967  -0.678
H11 16.3741 -13.7273 16.9605  0.265
H12 16.3404 -15.0895 17.4620  0.309
O17 18.9502 -14.4458 15.6414  -0.511
H13 18.7036 -13.6738 15.1238  0.237
H14 18.2195 -14.6265 16.1971  0.345

Results
Calculated total energy (hartree): -1488.17184
Relative energy (zero: lowest compared OMol25 entry of this formula, charge and spin) (eV): 0.5115
Lowest unoccupied orbital energy (Ha): -0.0187
Net charge: 0
HOMO-LUMO gap (Ha): 0.3041